Record 1
The following is a quantum chemistry calculation of a molecular structure, C29H35BrHfN2O3P, from OMol25.

The geometry in ORCA input format:
```
! wB97M-V def2-TZVPD RIJCOSX def2/J DEFGRID3
* xyz 1 1
H -2.36 -2.55 4.22
C -2.96 1.22 1.25
H 0.55 4.05 -0.54
H -4.46 2.81 -0.43
C 4.24 3.73 -4.10
C 1.74 -2.06 1.37
O -1.73 -1.80 2.38
C 3.88 1.92 -2.56
C -0.15 4.28 -1.35
P -1.51 1.96 -1.01
N 3.43 0.19 -0.94
H 3.17 -3.59 1.88
H -2.94 2.24 1.63
C -2.51 4.44 -2.07
H 3.60 -1.87 0.25
C -0.05 -3.48 2.94
H -5.17 1.21 -0.35
H -3.60 -1.93 3.11
C -2.68 -2.50 3.17
C 0.43 -1.60 1.53
H 6.00 3.58 -5.32
C -1.96 4.34 0.37
H -2.92 1.38 -5.74
C -3.00 -0.32 -0.70
Br 1.17 2.51 2.43
H -0.15 5.37 -1.47
C 5.80 1.90 -4.00
O 1.93 1.90 -1.15
C -0.39 0.42 -3.02
H -0.73 -4.04 3.56
H -3.16 -0.44 -1.78
H -2.53 5.52 -1.91
H -2.15 4.27 -3.08
H 0.32 0.11 -2.26
H 1.57 -4.84 3.30
H -2.07 -0.81 -0.42
C -2.31 1.67 -3.71
C 2.67 -1.37 0.51
H 0.23 3.83 -2.27
H -3.01 4.17 0.60
C 5.40 3.11 -4.54
H -3.12 2.36 -3.52
H -1.79 5.42 0.38
O 0.02 -0.49 0.90
C -3.03 1.15 -0.28
H 6.71 1.42 -4.35
C -2.20 1.11 -4.98
C -1.58 3.82 -1.03
C 3.48 3.14 -3.11
H -3.85 0.74 1.66
H 5.34 0.36 -2.57
H -4.44 1.75 -1.85
H 2.58 3.62 -2.75
C -4.34 1.79 -0.77
C -0.48 -2.32 2.31
H -1.11 -0.22 -6.25
C 3.07 1.29 -1.51
C -1.39 1.35 -2.71
C -0.28 -0.14 -4.28
C 2.15 -3.24 2.01
N 2.46 -0.21 -0.02
H -1.35 3.90 1.16
C -1.19 0.21 -5.26
H 3.94 4.68 -4.52
C 1.26 -3.93 2.79
H -3.81 -0.84 -0.18
Hf 0.78 1.23 0.34
C 5.04 1.30 -3.01
H -3.54 4.09 -2.00
H -2.10 0.68 1.64
H -2.85 -3.51 2.79
H 0.51 -0.85 -4.48
*
```

The molar mass comes out at 748.98 g mol⁻¹. The calculation puts the gap between HOMO and LUMO at 7.740 eV. As for the energy above the lowest of the compared OMol25 structures with the same formula, charge and spin: 0.0 kJ/mol.

Table of Löwdin atomic charges, one value per atom, all in e: 0.1023, -0.0853, 0.0516, 0.0718, -0.0645, -0.1379, -0.0804, -0.1533, -0.1095, 1.0869, 0.1022, 0.1200, 0.0658, -0.0774, 0.1446, 0.0145, 0.0972, 0.0931, -0.0502, -0.2200, 0.1096, -0.0890, 0.1144, -0.0782, 0.1353, 0.1019, -0.0636, -0.2646, -0.1002, 0.1138, 0.0845, 0.0975, 0.0801, 0.0740, 0.1150, 0.0671, -0.0865, -0.0076, 0.0757, 0.0749, -0.0663, 0.0871, 0.0997, -0.2704, -0.6717, 0.1094, -0.0538, -0.6827, -0.0168, 0.0958, 0.1119, 0.0745, 0.0987, -0.0704, -0.2078, 0.1138, -0.3956, -0.3496, -0.0549, -0.0276, -0.0942, 0.0450, -0.0562, 0.1084, -0.0561, 0.0976, 1.1875, -0.0197, 0.0703, 0.0526, 0.1020, 0.1144


Record 2
The following is a quantum chemistry calculation of 9 unconnected molecules or ions with the total composition C25H65Cl2NO8 in a non-equilibrium geometry, from OMol25.

The geometry in ORCA input format:
```
! wB97M-V def2-TZVPD RIJCOSX def2/J DEFGRID3
* xyz 1 2
H -2.23 3.43 3.37
O -0.71 -3.59 -0.25
H 3.75 -1.93 1.68
O -3.16 2.89 0.79
C 1.10 -0.88 -1.88
C -4.36 1.88 -2.48
C 4.33 -5.30 0.93
C -2.43 -4.65 -1.37
C 1.21 -5.15 -3.04
C -2.85 2.54 3.28
O 0.15 4.20 -3.50
H 1.00 4.01 -0.94
O -2.43 3.20 -2.14
H -0.34 -2.83 0.21
H 2.85 -2.60 0.31
H 4.02 2.64 1.43
H 1.57 5.67 -0.77
Cl 0.10 -4.90 -5.55
H 1.43 -1.72 3.66
H 0.06 -3.55 -3.63
H -1.71 -4.99 -2.12
H -3.38 0.24 0.63
H -2.02 1.05 -3.94
C 0.50 5.32 -2.74
H 1.45 -4.67 -2.09
H 1.14 -1.32 6.04
H 2.64 4.38 3.75
C 0.35 1.30 -0.63
H -2.48 1.87 4.06
H 2.43 2.78 0.75
H 0.21 -0.98 -2.50
H -3.25 3.77 1.17
H -1.72 -1.78 3.99
C 3.68 -2.77 0.99
H 1.53 -1.85 -1.65
C -1.97 -3.26 -0.82
H -1.60 2.61 -4.63
H -0.30 -0.36 5.79
O 4.87 -3.81 2.79
H 2.32 4.56 -1.80
H 0.71 6.88 -4.26
H -0.57 1.28 -1.21
H 2.06 5.80 -4.05
H 1.68 -3.55 -4.34
H -2.48 -5.48 -0.66
H 5.38 -5.16 0.67
C -3.25 2.72 -3.18
C 3.08 3.19 1.51
H -3.09 1.83 -5.10
H 5.71 -3.90 2.34
N 2.52 3.38 3.81
H 0.42 -5.87 -2.80
C 3.90 -4.08 1.79
H 4.50 -2.59 0.28
H -4.95 1.46 -3.30
H -3.81 2.91 3.63
H -5.02 2.53 -1.92
H 1.83 7.12 -2.88
C -2.95 -2.59 0.18
H -0.77 -2.60 2.73
C 0.62 -0.70 5.31
C 0.81 -4.17 -4.12
H -1.78 -2.58 -1.65
H 2.95 -4.25 2.28
H 1.78 -0.16 -0.03
C 1.32 6.38 -3.50
H -1.79 1.77 1.52
H 2.30 2.93 4.69
C 0.84 -0.16 -0.57
Cl 2.67 -6.04 -3.60
H -0.70 -2.98 4.53
H -3.88 -2.40 -0.35
O -0.13 -0.88 0.18
C -2.43 2.01 -4.25
H 0.93 0.39 3.22
H -4.64 0.78 1.67
H 1.78 -0.23 -2.42
O 0.14 -0.16 3.13
C -0.75 -2.22 3.75
H -3.32 -0.12 2.38
C 1.33 4.90 -1.50
H 3.27 4.26 1.39
H 1.21 0.21 5.24
H 4.25 -6.26 1.44
C 2.50 2.59 2.77
H -3.45 -4.60 -1.75
H -4.05 1.04 -1.86
H -0.57 3.77 -3.02
C -2.82 1.94 1.83
H -0.30 -0.37 0.97
O 2.16 1.44 2.79
H 3.68 -5.42 0.07
H 1.04 2.03 -1.05
H -0.38 5.84 -2.38
H -2.50 -1.70 0.62
C -3.57 0.63 1.63
H -3.70 3.61 -3.63
H -2.89 3.18 -1.30
H 0.12 1.67 0.37
H -3.21 -3.37 0.89
C 0.46 -1.27 3.90
*
```

The molar mass comes out at 578.70 g mol⁻¹. The calculation puts the gap between HOMO and LUMO (spin up / spin down) at 9.561 / 2.730 eV. Its expectation value of S² is 0.75.

Here are the Löwdin charges for atoms 1 to 99, given in e: 0.0727, 0.2219, 0.0751, -0.0666, -0.0291, -0.0423, -0.0386, 0.0010, -0.6596, -0.0271, -0.0406, 0.0317, -0.0757, 0.0950, 0.0449, 0.0994, 0.0748, 0.5986, 0.1382, 0.0430, 0.0709, 0.0504, 0.0711, -0.4841, 0.0508, 0.0837, 0.1250, -0.0175, 0.0736, 0.0576, 0.0766, 0.0913, 0.0775, -0.0581, 0.0637, -0.3307, 0.0719, 0.0836, -0.0407, 0.0781, 0.0771, 0.0857, 0.0804, 0.0765, 0.1004, 0.0817, -0.4601, 0.0196, 0.0828, 0.0849, 0.1972, 0.0604, -0.4763, 0.0771, 0.0754, 0.0791, 0.0826, 0.0804, 0.0253, 0.0504, -0.0443, -0.7243, 0.1885, 0.1249, 0.1351, -0.0494, 0.0998, 0.1259, -0.4514, 0.5535, 0.0840, 0.1104, -0.0618, -0.0408, 0.0135, 0.0898, 0.0999, -0.0853, -0.0335, 0.0763, -0.0672, 0.0883, 0.0648, 0.0790, -0.6175, 0.0985, 0.0652, 0.0395, -0.4259, 0.0649, 0.0450, 0.0661, 0.0668, 0.1298, 0.0546, -0.0454, 0.1361, 0.0453, 0.0727


Record 3
The following is a quantum chemistry calculation of 20 unconnected molecules or ions with the total composition C9H56NO20 in a non-equilibrium geometry, from OMol25.

The geometry in ORCA input format:
```
! wB97M-V def2-TZVPD RIJCOSX def2/J DEFGRID3
* xyz -1 1
H 3.65 -25.69 -18.20
H 2.32 -22.24 -18.98
H -4.11 -24.24 -12.87
H -0.31 -18.97 -15.50
O 1.61 -25.53 -20.41
O -3.84 -24.14 -16.89
O -3.34 -20.73 -12.50
H 0.82 -25.49 -20.95
C 0.84 -24.43 -16.82
H 5.32 -21.58 -16.56
H -1.40 -24.38 -15.42
H 1.77 -26.47 -20.29
H -2.97 -23.95 -17.25
H -1.68 -20.81 -11.48
O -0.25 -17.01 -12.74
C -0.13 -19.90 -16.04
H 2.91 -23.53 -14.06
C -0.39 -21.39 -14.06
H 2.72 -20.82 -10.83
H 1.04 -26.15 -12.02
C 0.13 -23.13 -16.50
H -4.59 -19.26 -15.06
H -0.03 -17.69 -17.96
H 2.72 -21.87 -11.92
H 4.63 -20.31 -12.24
H -2.63 -17.19 -14.89
O -0.05 -17.46 -18.90
O -3.74 -25.03 -13.26
H 2.66 -20.20 -15.11
H 1.55 -23.38 -19.63
H 2.30 -21.08 -13.72
H 2.20 -19.20 -19.07
C -1.48 -22.41 -14.56
C 1.85 -20.34 -14.39
O 2.18 -22.68 -19.82
H -0.79 -21.77 -10.71
H -0.93 -20.64 -13.49
O 5.09 -19.65 -12.76
O 2.28 -23.67 -13.35
H -1.09 -20.24 -16.41
H -1.20 -23.42 -18.30
O 3.31 -21.39 -11.34
H -2.17 -21.79 -15.13
H 3.11 -23.13 -15.96
H -0.49 -21.90 -18.27
H -0.24 -23.92 -14.44
H -3.80 -20.02 -16.11
H 1.44 -24.69 -12.13
O 5.14 -20.65 -16.47
H -4.15 -24.89 -17.39
H 4.32 -24.02 -16.19
C 0.64 -20.95 -15.17
H 1.49 -23.21 -13.63
H 0.29 -25.38 -16.89
H -1.81 -22.27 -17.19
O 2.14 -21.69 -16.96
N 1.12 -22.06 -16.00
O -2.51 -17.76 -14.12
H -0.82 -17.92 -19.23
O 3.90 -23.45 -15.54
H -3.23 -20.31 -13.36
O -1.10 -20.86 -10.71
H 6.02 -19.88 -12.67
C -0.79 -23.49 -15.28
H 0.49 -19.66 -16.91
H -2.04 -22.74 -13.68
O 3.12 -17.19 -12.04
H -1.01 -17.22 -13.29
H 1.65 -19.55 -13.67
H -3.58 -24.80 -14.17
O 2.93 -19.61 -18.61
H 3.64 -18.00 -12.05
H 1.38 -24.40 -17.76
H -3.81 -21.54 -12.69
H 0.19 -21.87 -13.27
H 0.48 -16.95 -13.35
O -3.82 -19.81 -15.17
H 1.56 -24.59 -16.01
H -3.06 -18.52 -14.31
O 3.19 -26.34 -17.66
H 4.28 -20.53 -16.87
O 1.10 -25.34 -11.51
H 2.52 -20.26 -18.04
C -0.88 -22.66 -17.59
H 2.26 -26.19 -17.85
H 2.70 -17.16 -12.90
*
```

The molar mass comes out at 498.53 g mol⁻¹. The calculation puts the gap between HOMO and LUMO at 5.378 eV. As for the energy above the lowest of the compared OMol25 structures with the same formula, charge and spin: 241.8 kJ/mol.

Table of Löwdin atomic charges, one value per atom, all in e: 0.0381, -0.0189, 0.0195, 0.0654, -0.0380, -0.0440, -0.0280, 0.0427, -0.0484, 0.0078, 0.1069, 0.0365, -0.0122, -0.0312, -0.0552, -0.0226, 0.0052, -0.1055, 0.0553, 0.0226, -0.4070, 0.0764, 0.0101, 0.0053, -0.0170, 0.0571, -0.0445, -0.0439, 0.0787, -0.0275, 0.0461, 0.0119, -0.1937, -0.0009, -0.0675, 0.0261, 0.0947, -0.0497, -0.0462, 0.0524, 0.0716, -0.0361, 0.0757, -0.0085, 0.0812, 0.1111, 0.0787, -0.0379, -0.0579, 0.0380, 0.0478, -0.4485, -0.0004, 0.0904, 0.0488, -0.2914, -0.1379, -0.0385, 0.0287, -0.0427, -0.0065, -0.0548, 0.0350, -0.1753, 0.0569, 0.0938, -0.0526, -0.0388, 0.0817, 0.0050, -0.0646, -0.0060, 0.0472, 0.0455, 0.0914, 0.0083, -0.0341, 0.0804, -0.0233, -0.0466, -0.0177, -0.0698, -0.0475, -0.0376, -0.0111, 0.0122


Record 4
The following is a quantum chemistry calculation of 3 unconnected molecules or ions with the total composition CH5FP2 in a non-equilibrium geometry, from OMol25.

The geometry in ORCA input format:
```
! wB97M-V def2-TZVPD RIJCOSX def2/J DEFGRID3
* xyz 0 1
H 2.05 1.10 1.09
C -0.64 0.27 -0.08
H -1.25 -2.10 0.46
H -0.67 1.83 -1.82
H 1.59 0.63 0.49
H 0.57 -1.99 -0.04
P -0.27 -1.30 0.94
F -1.18 1.19 0.65
P -0.19 0.38 -1.69
*
```

The molar mass comes out at 98.00 g mol⁻¹. The calculation puts the gap between HOMO and LUMO at 9.334 eV. As for the energy above the lowest of the compared OMol25 structures with the same formula, charge and spin: 333.2 kJ/mol.

Table of natural (NBO) atomic charges, one value per atom, all in e: 0.0149, -0.1955, -0.0152, -0.0327, -0.0311, 0.0019, 0.2585, -0.3305, 0.3297


Ordered energy results: -4424.67382, -2568.20688, -1936.03517, -823.53234; unit Ha.